A molecular structure, C55H58Cl2N13O3STi in a non-equilibrium geometry. Source: the OMol25 dataset; level of theory: wB97M-V/def2-TZVPD.

Properties
Kohn-Sham gap	0.1657	Eh
total charge	+3
lowest unoccupied orbital energy	-8.63	eV
molar mass	1100.00	g mol⁻¹
energy relative to the best compared isomer or geometry (same formula, charge and spin)	1.577	eV
HOMO	-13.1	eV
strongest force on any atom	1.16	eV/Å

XYZ file:
```
133
Properties=species:S:1:pos:R:3:forces:R:3
Ti 0.088956 -0.160087 -0.040124 1.05 -0.48 -0.02
C -9.223624 -6.243199 -8.051655 0.04 0.02 0.06
O -9.103157 -4.838708 -7.813692 -0.06 -0.10 -0.10
C -8.195087 -4.414069 -6.935478 0.08 -0.09 0.08
C -7.384717 -5.253804 -6.167511 0.00 -0.11 0.01
C -6.467699 -4.707401 -5.290593 0.07 -0.03 0.07
C -6.326289 -3.326524 -5.167325 0.00 -0.02 0.00
C -7.155109 -2.496430 -5.932301 0.04 0.15 0.07
C -8.078156 -3.027087 -6.797420 -0.06 0.19 -0.09
C -5.321119 -2.792850 -4.267093 0.08 -0.01 0.11
N -4.646002 -3.480130 -3.359205 -0.01 -0.05 0.04
C -3.811205 -2.584699 -2.775476 -0.05 -0.13 0.05
C -3.958196 -1.322472 -3.313057 -0.11 0.04 -0.16
N -4.931097 -1.474472 -4.267307 -0.05 0.14 -0.04
C -3.176034 -0.215042 -2.902614 -0.06 0.14 -0.09
C -3.262633 1.095595 -3.417189 -0.09 -0.12 -0.04
C -2.399267 2.052227 -2.962303 -0.06 0.10 -0.09
C -1.436042 1.712039 -2.012570 0.02 -0.13 0.07
N -1.344272 0.503552 -1.480006 -0.45 0.15 -0.47
C -2.217780 -0.455199 -1.903237 0.12 0.16 0.02
C -2.095192 -1.738645 -1.294614 0.01 0.06 0.04
N -1.180935 -1.857762 -0.293159 -0.19 -0.37 -0.26
C -1.051706 -3.048346 0.287576 -0.08 0.22 -0.04
C -1.824023 -4.152726 -0.050731 -0.08 -0.12 0.05
C -2.740168 -4.045134 -1.064831 -0.09 -0.08 -0.09
C -2.887678 -2.811984 -1.715436 0.00 -0.14 0.07
H -9.971352 -6.348725 -8.827540 -0.04 0.02 -0.04
H -9.555651 -6.765397 -7.153187 -0.01 0.03 0.02
H -8.276354 -6.661503 -8.396177 -0.01 0.03 -0.01
H -7.468002 -6.328369 -6.255563 0.02 0.07 0.04
H -5.840932 -5.353047 -4.687523 -0.03 0.01 -0.07
H -7.102748 -1.414959 -5.834067 -0.03 -0.09 -0.05
H -8.726255 -2.392436 -7.389254 0.03 -0.04 0.04
H -5.289301 -0.772919 -4.890511 -0.01 0.02 -0.07
H -4.004558 1.338546 -4.169984 0.05 -0.01 0.03
H -2.439733 3.064730 -3.344789 0.02 -0.06 0.03
H -0.704851 2.428458 -1.684571 0.04 0.00 0.00
H -0.291510 -3.130219 1.037802 0.10 0.00 0.10
H -1.680028 -5.086507 0.474814 0.03 0.02 0.01
H -3.348905 -4.884396 -1.380776 0.01 0.04 0.01
C 3.783633 -1.167158 1.200065 0.05 -0.01 0.28
N 2.844898 -2.009431 1.959808 0.09 -0.07 -0.08
C 3.510269 -3.114613 2.669719 -0.01 0.07 0.08
C 1.591409 -1.631338 2.133420 0.45 0.14 -0.19
N 1.218394 -0.401301 1.540429 -0.03 0.26 0.50
C 1.680462 0.715660 2.298171 -0.07 -0.18 0.36
C 2.274919 0.568936 3.560331 -0.11 -0.21 0.12
C 2.599951 1.660229 4.335928 0.02 0.06 0.01
C 2.309348 2.938409 3.866106 -0.01 0.00 -0.03
C 1.752950 3.088891 2.613001 -0.08 0.13 -0.01
C 1.477015 1.989586 1.787345 -0.27 0.33 -0.05
N 0.894823 2.133149 0.504271 -0.15 -0.72 0.29
C 1.264412 3.260229 -0.146608 0.21 -0.05 -0.21
N 0.382169 3.955307 -0.906163 0.00 0.17 0.06
C 0.779432 4.633523 -2.140690 -0.05 0.00 0.02
C -0.912102 4.374260 -0.369584 -0.04 -0.02 -0.07
N 2.529970 3.700945 -0.128698 0.26 -0.03 0.05
C 2.854237 5.129746 -0.138234 0.08 0.00 0.00
C 3.673570 2.849593 0.189347 0.03 0.11 -0.02
N 0.691798 -2.274637 2.881470 -0.11 -0.09 0.03
C -0.428491 -1.570321 3.522806 0.04 -0.04 -0.01
C 0.693280 -3.704382 3.231488 0.03 0.01 0.01
H 4.260149 -0.455209 1.875862 0.00 -0.01 0.09
H 3.273918 -0.632847 0.412603 -0.08 0.03 0.09
H 4.543317 -1.802239 0.757911 -0.05 -0.04 0.12
H 4.571377 -2.887911 2.709390 0.01 0.04 0.02
H 3.389087 -4.058550 2.142996 0.00 0.00 -0.04
H 3.151241 -3.202961 3.689752 -0.07 0.01 0.04
H 2.465528 -0.421740 3.962295 -0.04 0.09 -0.01
H 3.046151 1.519019 5.312291 -0.02 0.00 -0.07
H 2.503310 3.809832 4.478737 0.02 -0.05 -0.02
H 1.509476 4.085117 2.258360 0.01 -0.04 0.02
H 1.797989 4.372788 -2.414170 -0.03 -0.02 0.02
H 0.696161 5.718919 -2.054760 0.03 -0.03 0.02
H 0.111881 4.309870 -2.944935 0.00 0.02 0.04
H -1.655555 4.402261 -1.165900 0.00 -0.03 0.01
H -1.258012 3.685587 0.390093 -0.02 -0.05 0.04
H -0.840100 5.376490 0.058952 0.03 0.03 0.00
H 1.958806 5.737296 -0.211971 -0.01 -0.03 0.02
H 3.527077 5.374010 -0.960611 -0.03 -0.01 -0.01
H 3.358530 5.375790 0.798892 0.01 -0.04 0.00
H 3.427241 1.803418 0.046697 -0.03 -0.03 0.01
H 4.003123 2.998078 1.219477 -0.02 0.02 0.00
H 4.494268 3.113936 -0.477747 -0.02 0.02 -0.02
H -0.400556 -1.800672 4.587964 0.01 -0.04 0.00
H -1.378378 -1.920756 3.119400 0.00 -0.03 -0.04
H -0.356470 -0.498821 3.405877 0.07 0.09 -0.09
H 1.008658 -3.864531 4.262155 0.03 0.03 -0.02
H -0.336274 -4.056958 3.144127 0.02 0.03 -0.01
H 1.309176 -4.291202 2.561692 0.03 0.05 -0.07
Cl 0.340671 0.000953 -4.311111 0.01 0.10 0.20
C 1.880848 0.258499 -3.519607 -0.20 -0.20 -0.19
Cl 1.769990 0.898978 -1.822794 -0.13 0.42 -0.60
H 2.430491 1.012160 -4.066788 0.10 0.11 0.06
H 2.405680 -0.683637 -3.479808 0.10 -0.13 0.14
C -4.117507 0.161766 1.806195 -0.10 0.01 0.06
C -2.921027 -0.368336 1.371300 0.01 0.02 0.05
N -1.783403 0.342966 1.310807 0.20 0.23 -0.19
C -1.842078 1.611642 1.762445 0.14 -0.28 0.03
C -3.001797 2.239683 2.173098 -0.19 0.21 0.02
C -4.171639 1.489421 2.186223 -0.08 0.06 0.09
C -2.959978 3.660592 2.601255 0.06 -0.10 0.00
C -3.728124 4.645552 2.138339 -0.03 0.04 -0.16
C -4.680462 4.578992 1.001999 0.08 -0.11 0.07
C -5.798024 5.397034 0.973847 -0.10 0.08 0.06
C -6.630825 5.300400 -0.131831 0.02 -0.03 -0.08
N -6.383479 4.456060 -1.131734 0.09 -0.05 0.08
C -5.287841 3.716414 -1.008106 -0.02 0.10 0.11
N -4.412257 3.736774 -0.007676 0.01 -0.09 0.00
H -4.995453 -0.470375 1.840013 0.04 0.03 0.01
H -2.881042 -1.407811 1.094041 0.00 -0.01 -0.07
H -0.911650 2.147955 1.804354 0.06 0.05 -0.09
H -5.099085 1.934029 2.527833 0.02 -0.01 -0.06
H -2.233682 3.900317 3.373233 -0.09 -0.04 0.05
H -3.646579 5.620475 2.608697 0.02 -0.04 0.00
H -6.021693 6.077780 1.786397 0.03 -0.02 -0.07
H -7.517189 5.918829 -0.224546 0.03 -0.04 0.02
H -5.081301 3.016773 -1.813553 -0.01 0.05 0.01
O 7.476583 -4.973133 -1.860754 0.04 -0.01 0.10
C 7.089554 -3.774984 -1.404701 -0.04 -0.09 -0.14
O 7.864921 -3.021528 -0.895934 0.05 0.08 0.01
C 5.633091 -3.407713 -1.521029 -0.02 -0.12 0.14
C 5.327384 -2.062040 -1.682914 -0.04 0.17 -0.17
C 4.015394 -1.629160 -1.624475 0.07 -0.22 -0.43
C 2.982216 -2.535628 -1.371565 0.14 0.50 -0.09
S 1.256192 -2.135177 -1.222318 -0.67 0.10 0.47
C 3.285821 -3.888588 -1.239411 0.02 -0.03 0.00
C 4.604161 -4.321248 -1.326738 -0.03 -0.05 0.03
H 6.773536 -5.449439 -2.316722 -0.05 0.04 -0.07
H 6.135807 -1.356692 -1.837862 -0.03 -0.05 0.05
H 3.810032 -0.572620 -1.728288 0.07 -0.08 0.00
H 2.487465 -4.602604 -1.070262 0.05 0.03 0.00
H 4.816899 -5.377645 -1.200539 0.00 0.05 0.02
```
Forces are in eV/Å.

Mulliken population analysis, charges in e, atoms 1 to 5:
1 Ti 0.18
2 C -0.86
3 O -0.45
4 C 0.91
5 C -0.44